[1]
16
Properties=species:S:1:pos:R:3:forces:R:3 method="wB97M-V/def2-TZVPD" spin_multiplicity=3 de_lowest_kj_mol=323.0 s2=2.01 homo_lumo_gap_ev="9.005 / 7.419" total_charge=+1 e_homo_ha="-0.4640 / -0.5499"
C 0.689861 1.145723 -1.094026 -3.2 3.6 3.4
C -1.691062 -0.618670 2.567247 2.2 -1.7 -2.2
C 1.067404 -0.291191 -2.904975 1.4 1.0 -0.1
C -0.298507 0.000271 2.173219 -1.0 -2.9 0.3
N 0.379541 0.417630 0.006976 4.1 -2.7 -2.2
N 1.090683 1.063304 -2.259172 0.4 -1.7 -2.2
O -0.604127 0.330819 0.796466 -1.4 2.5 -0.7
H -2.456537 0.071778 2.416991 -1.2 1.3 0.1
H -1.920231 -1.497618 1.860437 0.6 1.2 1.0
H -1.665823 -1.016858 3.534049 -0.1 -0.3 1.6
H 2.100800 -0.329119 -3.169322 0.6 -0.9 -0.9
H 0.949107 -0.998149 -2.107466 -0.8 -0.6 -0.1
H 0.414654 -0.260483 -3.782461 -0.1 -0.4 0.5
H 0.564795 -0.739910 2.233996 -1.1 1.0 -0.3
H -0.047660 0.927379 2.644292 0.1 0.5 0.4
H 1.427104 1.795093 -2.916252 -0.6 0.0 1.3

---

[2]
17
Properties=species:S:1:pos:R:3:forces:R:3 method="wB97M-V/def2-TZVPD" de_lowest_kj_mol=399.5 homo_lumo_gap_ev=7.965 total_charge=-1 e_homo_ha=-0.1499
C -1.030439 -0.146353 0.816716 4.5 -4.6 1.9
N -2.253058 0.051590 0.787725 -1.5 2.9 -0.6
C -0.053369 -0.622112 -0.330155 -1.9 0.7 -0.2
C -0.861788 -0.774427 -1.639564 0.3 1.0 -0.2
N 1.108979 0.160013 -0.363364 1.4 -0.1 -0.4
C 2.481919 -0.222738 0.016094 -0.8 -0.1 -0.2
O 3.052004 0.691764 0.625696 0.6 0.4 0.1
O 2.862619 -1.341985 -0.339058 0.0 -0.6 0.1
H -0.496944 -0.406514 1.764485 0.0 0.1 0.2
H -0.772507 2.567981 2.339593 0.0 0.0 0.0
H -1.753967 0.825642 0.178784 -2.6 0.2 -1.5
H -0.267680 2.023526 2.336133 0.0 0.1 0.0
H 0.118692 -1.643715 0.015031 0.6 0.1 0.2
H -1.379555 0.172225 -1.854337 0.1 -0.1 -0.1
H -1.641807 -1.526277 -1.582305 0.0 -0.2 0.1
H -0.201034 -0.961942 -2.485500 0.1 -0.2 0.1
H 1.087934 1.153324 -0.285970 -0.8 0.5 0.3

---

[3]
17
Properties=species:S:1:pos:R:3:forces:R:3 method="wB97M-V/def2-TZVPD" smiles="NCC[C@H](N)C(=O)[O-]" de_lowest_kj_mol=60.8 homo_lumo_gap_ev=8.017 total_charge=-1 e_homo_ha=-0.1518
O -0.369723 -0.405234 -2.363399 -0.1 0.0 0.3
C -0.590417 0.514773 -1.540935 0.6 0.6 -0.9
O -1.411396 1.451925 -1.622423 -0.2 -0.1 0.3
C 0.290050 0.477953 -0.270055 0.8 -0.3 1.4
C -0.285319 -0.710968 0.544953 -0.6 0.8 -0.6
C 0.247612 -0.957548 1.933705 0.4 -1.4 -0.2
N 1.484787 -1.794154 2.011872 -0.2 0.8 0.1
N 0.331057 1.747583 0.453494 -0.6 0.9 0.1
H 1.358321 0.315464 -0.459028 -0.2 -0.5 -0.6
H -0.246846 -1.601588 -0.091099 0.3 -0.1 0.2
H -1.368148 -0.500607 0.612231 0.2 0.0 0.2
H 0.542377 -0.047127 2.452824 -0.6 0.1 0.2
H -0.566845 -1.498240 2.429596 0.3 0.3 0.6
H 2.202294 -1.170457 1.648908 0.2 -0.5 -0.1
H 1.427289 -2.598058 1.394339 -0.1 0.2 -0.1
H 0.769702 1.794746 1.369042 0.1 -0.7 -0.3
H -0.594733 2.138868 0.565374 -0.2 0.0 -0.4

---

[4]
17
Properties=species:S:1:pos:R:3:forces:R:3 method="wB97M-V/def2-TZVPD" de_lowest_kj_mol=916.7 homo_lumo_gap_ev=4.165 total_charge=-1 e_homo_ha=-0.1260
C 0.225105 0.025496 -0.433953 -0.3 -3.1 -2.4
N 1.434208 -0.563422 0.004072 -1.2 0.9 1.5
C 1.498661 -2.100538 0.211339 -0.6 -2.1 -0.7
O 2.370198 -2.740447 -0.584779 -1.3 1.4 2.0
C -1.103812 -0.061802 0.689245 -3.3 -0.1 1.7
N -2.262580 0.582791 0.122724 5.2 0.4 1.2
C -1.714672 2.252954 -0.099276 1.5 1.8 2.5
O -0.458524 2.660297 -0.164414 -1.6 -1.4 0.0
H 0.021657 0.991082 -0.929822 1.5 -0.3 1.0
H -0.139905 -0.797280 -1.094109 -0.2 0.7 -0.1
H 1.634619 -0.230699 0.927711 1.0 0.9 0.2
H 0.411447 -2.410914 0.040479 0.4 0.1 -0.2
H 1.488586 -2.289012 1.449462 0.8 0.7 -2.0
H -0.753610 0.487609 1.697442 -0.2 -0.5 -2.5
H -1.240514 -1.210710 0.912004 0.1 2.2 -0.5
H -2.097286 2.758287 0.900579 -0.8 -1.3 -1.5
H -2.251462 2.510605 -1.001900 -1.0 -0.4 -0.4

---

[5]
17
Properties=species:S:1:pos:R:3:forces:R:3 method="wB97M-V/def2-TZVPD" de_lowest_kj_mol=417.5 homo_lumo_gap_ev=7.341 total_charge=-1 e_homo_ha=-0.1584
C -0.678892 -0.310256 -1.022883 -5.7 1.7 -0.9
N -1.199336 0.615571 -1.859975 1.0 -2.4 0.4
C -0.420360 -0.094287 0.506548 1.2 2.6 -0.9
C -0.954872 1.337027 0.816727 0.3 -0.5 -0.7
N 1.010519 -0.116977 0.767864 -0.5 -1.2 0.9
C 1.504328 -1.456200 1.128979 0.0 -0.4 0.5
O 2.672420 -1.669048 0.772991 0.4 0.0 -0.2
O 0.723225 -2.205010 1.768607 0.1 0.6 -0.4
H -1.028842 -1.322410 -1.288205 0.3 0.2 0.3
H 0.549460 -0.184178 -1.382053 3.8 -1.0 -2.5
H -0.661489 1.477980 -1.893077 -0.5 0.4 1.0
H 1.133670 -0.514656 -1.970293 -0.5 0.4 1.6
H -0.984770 -0.814735 1.091868 0.5 -0.4 -0.2
H -0.334667 2.073303 0.277458 -0.3 -0.2 0.3
H -1.972149 1.411270 0.443786 -0.2 0.2 0.1
H -0.913903 1.562916 1.869752 0.1 -0.1 0.4
H 1.555660 0.209690 -0.028096 -0.1 -0.1 0.5

---

[6]
17
Properties=species:S:1:pos:R:3:forces:R:3 method="wB97M-V/def2-TZVPD" smiles="NCC(=O)NCC[O-]" de_lowest_kj_mol=179.9 homo_lumo_gap_ev=7.095 total_charge=-1 e_homo_ha=-0.1093
N -2.255857 0.026453 0.050614 0.5 -0.7 0.4
C -1.366330 -0.289820 -1.084627 0.0 0.8 0.6
C -0.035258 -0.928021 -0.724531 0.4 -0.2 -0.9
N 1.081572 -0.146514 -0.661457 -0.4 0.3 0.3
C 1.193455 1.221936 -0.170412 0.9 -0.4 -0.2
C 1.145192 1.380759 1.376730 -1.5 0.0 0.0
O 0.256524 0.576383 1.991167 -0.1 0.0 -0.4
O 0.070145 -2.150905 -0.765486 -0.1 -0.1 0.4
H -1.710076 0.609309 0.671285 0.4 0.9 0.2
H -2.200539 -0.785564 0.673319 -0.5 -0.3 -0.4
H -1.882352 -0.971545 -1.746492 0.0 -0.2 -0.2
H -1.160082 0.638798 -1.624434 -0.1 0.0 0.0
H 1.877858 -0.691018 -0.404118 0.3 -0.5 0.2
H 0.527763 1.852821 -0.716107 -1.0 0.4 -0.1
H 2.176256 1.545557 -0.520143 0.2 0.2 0.0
H 2.169054 1.298760 1.740777 0.9 -0.3 0.2
H 0.913015 2.463490 1.520637 0.1 0.3 -0.1